Here is a cluster of 12 separate species, C72H72O24 in total at a distorted geometry from the Open Molecules 2025 dataset. Energies are from ωB97M-V/def2-TZVPD.

Last column: Löwdin charge in e.
Positions of all 168 atoms, in Å:
O -2.68297 2.77941 1.36123  -0.015
O -1.32291 0.59531 2.97891  -0.037
O -2.69058 -3.16192 -6.36409  0.041
O 1.06922 -3.59122 0.36315  0.001
O -8.52259 -0.53614 -3.53052  0.031
O 2.12335 -2.72706 8.44147  0.025
O 6.62485 -5.57124 -2.16386  0.019
O 2.31375 6.23286 -2.24182  0.032
O 0.69119 1.24463 -3.43385  0.016
O 2.95620 -0.84412 3.30131  -0.008
O 0.03177 3.01331 3.90074  0.003
O -3.58844 -0.94579 -8.52833  0.050
O -2.55649 3.79372 -1.33333  0.021
O 4.04756 -6.67874 -3.15062  0.007
O -7.92137 2.40277 3.06691  0.035
O 7.85397 3.84814 5.04188  0.030
O -3.48939 0.09969 -1.15894  0.014
O -2.12850 1.23005 -3.72952  -0.013
O -1.08638 -2.51322 -1.07283  0.033
O 5.31547 -0.37347 -0.82256  0.014
O 0.65409 -0.95874 1.68579  0.007
O 3.90084 4.18642 0.06303  0.032
O -6.06124 -1.83693 4.54970  0.039
O 4.84965 0.36770 1.93246  -0.014
C 7.59476 2.55913 3.02599  -0.004
C 5.69992 -2.66237 -0.16937  -0.006
C 1.80700 -0.53036 -0.37749  0.008
C -0.37664 0.87584 -1.30103  -0.026
C 5.95129 -3.98398 -0.55894  -0.010
C 3.15816 -6.38023 -0.93288  -0.033
C 2.37132 -5.64674 -0.07455  -0.041
C -4.91932 -1.20331 4.10714  -0.313
C 2.37313 -5.01587 -2.79336  0.026
C 0.72873 0.71873 -2.12066  -0.314
C 1.00663 2.65784 1.76825  -0.012
C 1.87838 0.04519 -1.69745  0.014
C -2.44530 -0.02491 3.44016  -0.323
C -4.71326 -0.10212 -1.73600  -0.339
C -4.23120 -1.62160 2.96418  -0.013
C -2.20528 -2.87071 -5.11780  -0.323
C 2.46378 -2.30770 7.16427  -0.294
C 5.98373 -1.97183 -2.39631  -0.029
C 0.43711 4.96590 -3.02520  -0.010
C 5.65859 -1.65911 -1.12738  -0.368
C -5.50077 1.00875 -1.94550  -0.022
C 3.70836 -2.15039 6.58670  -0.018
C -0.43400 0.32502 -0.05815  -0.042
C -1.09799 -2.10824 -4.76411  -0.002
C 0.67449 -0.38930 0.44326  -0.335
C -5.31244 -1.35856 -2.01851  -0.009
C -2.21666 0.42208 -7.25128  -0.005
C -3.42574 -0.27995 -7.36921  -0.383
C 6.26049 -4.31397 -1.87389  -0.378
C -6.52639 -1.54321 -2.62949  0.005
C -0.78067 4.32732 -2.77424  -0.015
C -4.79751 1.66211 1.37753  -0.001
C 2.73169 -1.40367 4.54120  -0.309
C 1.70052 -4.52026 -0.48495  -0.263
C -0.69338 5.06386 -0.49472  -0.009
C 2.97579 4.57063 2.20499  -0.018
C -1.34885 4.40960 -1.52656  -0.346
C 1.26526 -2.06337 6.38141  0.013
C -4.39933 3.48480 2.85516  -0.023
C -1.38151 -2.60667 -2.40846  -0.331
C -2.69424 0.89894 -4.94879  -0.296
C 1.41926 -1.68108 5.05081  0.010
C 7.09373 3.04056 4.24657  -0.366
C 0.55617 5.66662 -0.73413  -0.013
C -2.91868 -3.43831 -4.09613  -0.017
C -3.96123 0.38868 -5.14309  0.011
C -6.79532 0.83708 -2.54172  -0.016
C -1.84802 1.00235 -6.05300  -0.010
C -2.97228 -1.08649 2.71905  -0.017
C -3.94915 2.59279 1.95838  -0.313
C 2.05298 4.29391 3.24120  -0.012
C 1.89555 2.94213 0.75183  0.010
C 3.14186 -6.08268 -2.28246  -0.315
C 1.11098 5.61100 -2.02979  -0.339
C 5.89300 2.65781 4.71037  -0.015
C 3.82708 -1.62181 5.28685  -0.027
C 6.81642 1.66554 2.29334  -0.007
C -7.29449 -0.38695 -2.88699  -0.313
C -4.34437 -0.25681 -6.35112  0.002
C -5.73524 3.44604 3.27897  0.001
C -2.51321 -3.31186 -2.77928  -0.035
C 1.72847 -4.16823 -1.87337  0.031
C 5.54426 1.27823 2.72786  -0.287
C -6.58963 2.46715 2.72967  -0.316
C -0.71299 -1.96613 -3.43730  -0.020
C -6.11489 1.57917 1.78913  -0.007
C 1.11142 3.25673 3.04570  -0.268
C -4.38873 -0.17549 4.89801  0.011
C 5.02698 1.82956 3.91078  0.013
C -3.12443 0.35723 4.61175  0.003
C 2.89278 3.89999 0.99024  -0.304
C 6.26009 -3.29552 -2.82193  0.010
H -1.33271 0.34984 0.58236  0.108
H 2.85953 -3.05615 8.96543  0.102
H -1.53595 0.39595 -8.10157  0.125
H 0.85617 4.89837 -4.01868  0.120
H 1.07731 6.27736 0.04886  0.133
H 1.29800 -3.22699 -2.20425  0.089
H 7.19016 1.25167 1.38115  0.111
H -6.24287 -2.55776 3.91575  0.107
H -4.62128 0.35996 -4.27314  0.092
H -1.07171 1.37014 3.59092  0.129
H 1.34038 -3.72323 1.30938  0.129
H -2.57821 3.50592 -0.40489  0.059
H 0.22729 -1.44913 -3.20232  0.108
H 0.08492 3.50207 4.72338  0.107
H 3.95749 3.49210 -0.59636  0.104
H -0.42924 -1.72844 -5.52336  0.122
H 4.81122 -1.31985 4.92293  0.128
H 5.54718 3.15580 5.60722  0.118
H 0.10345 2.11486 1.57062  0.076
H -0.94458 1.55321 -5.95720  0.113
H -1.25237 1.30639 -1.78256  0.097
H -8.24102 3.21327 3.49985  0.111
H 4.25198 -0.11064 2.53866  0.047
H -6.18629 4.15299 3.94936  0.105
H -3.83432 -4.05446 -4.25799  0.138
H -4.85024 -2.26061 -1.65344  0.101
H -2.06268 2.07368 1.64157  0.067
H -4.37060 -1.49427 -8.51311  0.106
H -4.50461 0.99610 0.54580  0.102
H -0.17777 -2.15861 -1.03576  0.062
H 3.66034 -7.27248 -0.54970  0.128
H -2.95933 -0.72073 -1.17371  0.105
H -3.73700 4.32634 3.11888  0.134
H 2.73714 -0.08260 -2.36324  0.125
H -0.00490 -0.41874 2.17389  0.068
H 5.19743 -0.27250 0.16206  0.073
H 8.64120 2.79802 2.73894  0.125
H 0.61453 -1.52170 4.33846  0.101
H -7.39174 1.72485 -2.77010  0.121
H 2.64185 -1.09367 0.02929  0.112
H -1.33537 3.76073 -3.54951  0.123
H -5.16817 2.00655 -1.74297  0.119
H -0.26027 1.37876 -3.58116  0.042
H 3.95843 -7.63018 -3.10079  0.109
H 6.16394 -1.16166 -3.12831  0.127
H -2.28733 -2.67325 -7.09347  0.098
H -2.86783 1.23091 -3.06456  0.105
H 8.79871 3.93615 4.83441  0.112
H 2.09955 -0.52664 2.92732  0.098
H 4.55759 -2.34216 7.24845  0.118
H 3.85062 5.20254 2.42865  0.129
H 2.40158 -4.79505 -3.82848  0.108
H -6.95960 -2.49837 -2.66744  0.106
H 2.40012 -5.83777 1.00708  0.124
H -1.13294 5.11154 0.48491  0.110
H 2.16114 4.76278 4.24077  0.120
H 0.29168 -2.30543 6.75681  0.108
H -4.67021 -2.54001 2.48977  0.135
H -3.08452 -3.78236 -2.01569  0.105
H -2.60410 1.00464 5.24975  0.101
H 4.03934 1.60472 4.25809  0.100
H -5.30768 -0.81138 -6.51063  0.138
H 5.55513 -2.41714 0.88019  0.112
H -4.81321 0.26554 5.77068  0.112
H 1.83201 2.44213 -0.24022  0.128
H 2.80035 6.18987 -1.40823  0.087
H -8.77752 0.36251 -3.80542  0.104
H 6.62290 -3.44483 -3.82512  0.111
H 5.93525 -4.78013 0.16224  0.111
H -6.80385 0.82706 1.35100  0.138
H 5.87745 -6.07316 -2.58675  0.096
H -2.45947 -1.43721 1.83479  0.113

Atomic forces in eV per Å
O 0.30 -0.33 0.61
O 1.05 1.65 1.27
O 0.21 0.09 -0.44
O 0.95 -1.27 0.49
O 0.80 0.72 0.39
O 0.51 0.12 -0.36
O -0.45 -2.21 -0.89
O 0.23 -0.17 -0.30
O -0.11 -0.82 1.72
O -1.37 0.11 -0.02
O 0.24 -0.57 -0.21
O 0.10 -0.43 -0.98
O -0.05 -0.22 0.26
O -0.15 -0.05 -0.23
O -0.08 0.08 0.03
O 0.22 0.74 0.80
O 0.42 -0.83 -0.20
O -2.15 0.23 0.24
O 0.55 0.28 -0.78
O 0.05 0.19 1.07
O -0.34 0.64 0.55
O -0.83 0.19 0.71
O 0.27 -0.07 -0.88
O 0.51 0.63 0.71
C 0.03 -0.48 0.06
C -0.13 -0.93 0.11
C -0.03 0.45 -0.57
C -0.73 0.14 -1.03
C -0.01 0.81 0.22
C -0.43 -0.89 -0.43
C -0.10 0.55 1.71
C -0.01 0.35 0.49
C 0.34 0.07 2.36
C 1.31 0.52 -1.59
C -0.08 0.72 1.12
C -1.12 -0.47 1.50
C -1.75 -0.95 0.94
C -1.49 -0.23 -0.06
C -0.52 -0.98 1.46
C -0.11 0.18 -0.15
C -2.49 -0.07 -0.78
C 0.94 -0.53 -3.08
C -0.50 -0.77 -0.93
C -0.38 0.30 1.61
C -1.52 -0.54 -1.13
C -0.30 0.16 1.18
C 0.17 -0.98 1.57
C 0.32 -0.38 -0.57
C 0.59 0.56 -1.97
C 1.02 -0.23 0.62
C 0.17 -0.29 0.05
C 0.73 0.81 0.38
C -0.71 1.63 0.06
C -0.23 2.34 0.82
C -0.07 0.09 -0.78
C -0.43 -0.95 -0.41
C -1.48 0.22 -0.13
C -0.21 1.84 -1.37
C 1.28 0.63 -0.15
C -0.07 -0.29 0.95
C -0.08 -0.33 0.20
C 2.07 -0.24 -1.05
C -0.65 2.02 1.42
C -1.10 0.18 -0.52
C 0.55 -0.17 -0.93
C 1.29 0.49 -0.09
C 2.60 -0.15 -1.09
C -0.55 0.21 -0.04
C -1.32 -1.03 1.11
C -0.74 -0.91 0.52
C 1.00 1.02 0.38
C -0.82 -0.26 -0.27
C -0.18 0.16 -1.38
C 0.97 -1.02 -2.33
C 0.12 -1.11 0.13
C 0.58 0.17 -0.46
C -0.07 0.87 -0.33
C -0.06 0.51 1.95
C -2.84 -0.54 -0.74
C 1.45 -0.43 1.43
C 0.16 0.48 0.54
C -0.25 -1.00 -0.80
C -0.30 0.10 0.60
C -0.31 -1.13 -0.89
C 0.07 0.01 -0.06
C 0.17 -1.00 0.67
C -0.15 0.37 0.17
C 0.02 1.27 0.92
C 1.19 0.04 0.34
C -0.42 -0.86 -0.42
C -0.17 1.55 -1.29
C 1.46 0.20 -0.44
C 1.90 0.37 0.16
C -0.35 -1.27 -2.09
C 0.85 -0.32 -0.29
C 0.24 1.09 1.11
H 0.39 0.18 -0.67
H 0.28 0.11 -0.25
H -0.16 0.20 0.17
H 0.17 0.07 -0.03
H -0.57 -0.83 -0.69
H -0.06 -0.31 0.03
H 0.18 -0.23 -0.43
H -0.08 0.46 0.52
H -0.01 -0.09 -0.39
H -0.17 -1.27 -1.11
H -0.29 0.06 -1.37
H -0.30 -0.06 0.05
H -0.51 0.00 -0.27
H 0.29 0.21 0.06
H -0.15 -0.22 -0.14
H -0.13 0.28 -0.14
H -0.27 -0.26 -0.02
H -0.18 -0.36 0.15
H 0.04 -0.51 -0.08
H 0.82 0.14 0.04
H 0.24 0.21 0.69
H 0.50 -0.41 -0.20
H -0.26 -0.09 -0.30
H 0.23 0.38 0.30
H 0.89 0.66 -0.28
H 0.54 -0.08 -0.09
H -0.59 0.40 -0.15
H -0.37 -0.14 0.11
H 0.28 0.62 0.84
H -0.34 -0.10 0.63
H 0.20 0.45 -0.21
H -0.14 0.27 -0.03
H -0.38 -0.59 0.15
H -0.27 0.02 0.44
H 0.03 -0.48 0.14
H 0.11 -0.01 -1.04
H -0.95 -0.10 0.00
H -0.30 -0.12 0.42
H 0.21 -0.16 0.19
H 0.03 0.06 -0.18
H 0.57 0.51 0.48
H 0.29 0.34 0.20
H 0.11 0.18 -0.32
H 0.05 -0.36 0.02
H -0.49 -0.45 0.48
H 0.20 0.15 0.41
H 1.08 0.06 -0.46
H -0.71 -0.42 -0.44
H 0.66 -0.50 -0.15
H 0.05 0.13 -0.54
H -0.65 -0.17 -0.36
H 0.06 0.22 -0.80
H -0.39 -1.14 -0.46
H -0.06 -0.20 -0.46
H -0.17 0.01 0.28
H -0.11 -0.18 -0.83
H -0.22 0.04 0.38
H 0.86 1.11 -0.10
H -0.37 -0.42 0.55
H 0.17 1.23 1.02
H -0.38 -0.16 0.08
H 0.91 0.79 0.60
H -0.17 -0.08 -0.09
H -0.86 -0.42 0.50
H -0.11 0.44 0.84
H 0.07 0.07 -0.17
H -0.15 -0.55 0.09
H -0.13 -0.24 -0.18
H 0.10 -0.16 0.29
H 0.54 0.66 0.29
H 0.76 0.72 0.41
H 0.29 -0.04 -0.11

* HOMO-LUMO gap: 7.8 eV